Entry 1:
Computed, not measured: C29H32BrF3IO14PS as an isolated structure in a non-equilibrium geometry, with the ωB97M-V functional and the def2-TZVPD basis.

Last column: Löwdin charge in e.
Element x y z (Å)
C1 0.47392 3.42475 1.33957  0.15
C2 -0.39636 2.85557 0.74343  -0.20
C3 -1.32475 1.89381 0.12589  -0.32
C4 -2.49765 1.85997 1.14262  -0.20
C5 -2.52217 2.57274 2.30987  0.03
C6 -0.62299 0.45426 0.11076  -0.35
C7 0.91509 0.51974 0.21295  -0.08
C8 1.62623 -0.80047 -0.11799  -0.14
C9 2.00431 -1.01913 -1.59810  -0.38
C10 3.02346 0.02706 -2.09252  -0.06
C11 2.67406 -2.42933 -1.65327  -0.06
O1 -1.01447 -0.16324 1.34985  0.06
C12 -1.77195 -1.32530 1.35858  -0.39
O2 -2.89940 -1.27641 1.75414  0.18
C13 -1.16401 -2.64671 1.02120  -0.15
C14 -1.64087 -3.32353 -0.09261  -0.02
C15 -1.10660 -4.53865 -0.48773  -0.05
C16 -0.06176 -5.08241 0.25048  -0.08
C17 0.39694 -4.41893 1.37516  -0.08
C18 -0.13162 -3.20186 1.76742  -0.03
O3 -0.89345 -0.38315 -1.01079  -0.12
S1 -2.22901 -0.15202 -1.82051  0.67
O4 -2.30601 -1.12673 -2.85338  -0.20
O5 -3.38776 -0.12317 -0.98425  -0.21
C19 -1.97736 1.52903 -2.51133  -0.33
C20 -3.22644 1.82382 -3.37577  -0.16
C21 -3.21377 1.34188 -4.83116  -0.78
O6 -3.32390 0.23603 -5.21061  0.06
I1 -3.07766 2.92747 -6.33295  0.81
C22 -0.66202 1.50629 -3.32998  -0.64
F1 -0.60334 2.53582 -4.18275  0.07
F2 0.42206 1.54857 -2.54586  0.13
F3 -0.54640 0.39934 -4.07495  0.16
C23 -1.93659 2.49707 -1.24954  -0.61
Br1 -0.92191 4.12082 -1.73382  0.93
P1 -3.63344 3.33737 -0.78271  0.86
O7 -3.86843 4.51251 -1.90817  -0.33
O8 -4.81071 2.23694 -0.99501  -0.24
H1 1.07753 4.14205 1.84137  0.05
H2 -3.33266 1.19025 0.94955  0.10
H3 -1.81386 2.40529 3.11399  0.08
H4 -3.30749 3.31292 2.44993  0.06
H5 1.34529 1.30809 -0.39900  0.11
H6 1.13989 0.76714 1.24584  0.13
H7 1.11683 -1.67976 0.26408  0.08
H8 2.59219 -0.76026 0.39769  0.13
H9 1.12801 -1.09379 -2.23726  0.11
H10 4.01829 -0.39021 -2.23199  0.07
H11 3.10750 0.87712 -1.41407  0.07
H12 2.72567 0.41917 -3.06659  0.07
H13 2.33825 -3.01272 -2.51039  0.08
H14 3.76019 -2.36677 -1.62749  0.07
H15 2.38659 -3.00679 -0.77009  0.06
H16 -2.44411 -2.88343 -0.67142  0.11
H17 -1.50148 -5.02055 -1.37067  0.11
H18 0.36942 -6.01899 -0.07710  0.10
H19 1.20940 -4.85425 1.94496  0.10
H20 0.26445 -2.68710 2.63341  0.13
H21 -3.42727 2.89153 -3.41558  0.07
H22 -4.05609 1.28237 -2.91850  0.12
H23 -3.62340 5.35407 -1.51099  0.04
H24 -5.51673 2.47283 -0.38039  0.08
C24 0.21886 -6.79411 5.90570  -0.12
C25 1.30216 -7.63259 5.25793  -0.12
O9 2.09271 -6.64558 4.59060  0.05
C26 1.89921 -5.45714 5.21549  -0.58
O10 2.53317 -4.47620 5.00670  0.16
O11 0.88103 -5.54248 6.10519  0.06
H25 -0.12848 -7.19870 6.85258  0.13
H26 -0.63806 -6.63775 5.24813  0.13
H27 1.92655 -8.14760 5.99004  0.13
H28 0.91524 -8.35825 4.54747  0.13
C27 3.92738 7.07015 -0.72912  -0.12
C28 2.68750 6.50423 -0.06772  -0.12
O12 2.85634 5.09749 -0.25511  0.03
C29 4.18212 4.84958 -0.41901  -0.57
O13 4.66662 3.76795 -0.43061  0.17
O14 4.87004 6.00868 -0.56644  0.06
H29 4.28881 7.97923 -0.25581  0.13
H30 3.78494 7.25492 -1.79528  0.13
H31 2.65081 6.71657 1.00282  0.13
H32 1.76335 6.84357 -0.52900  0.13

Forces on atoms 1 to 6 (eV/Å):
-0.5 0.7 0.0
0.7 -0.9 -0.1
-0.3 -0.7 1.2
-0.1 0.4 0.4
0.0 -0.5 -0.4
1.9 0.5 0.9



Entry 2:
Computed, not measured: a 5-piece molecular cluster, C6H23NO4 overall in a non-equilibrium geometry, with the ωB97M-V functional and the def2-TZVPD basis.

Properties
SMILES: CCCC[C@H](C)N.O.O.O.O
Relative energy (zero: lowest compared OMol25 entry of this formula, charge and spin), kcal/mol: 88.5

Last column: Löwdin charge in e.
Element x y z (Å)
C1 0.96311 2.20077 0.83545  -0.12
C2 1.77398 1.07189 1.57154  -0.25
C3 0.83918 0.34459 2.48445  -0.26
C4 0.61251 -1.01290 1.82662  -0.14
C5 -0.63932 -0.99210 0.78053  -0.39
C6 -1.90614 -1.11352 1.50404  -0.09
N1 -0.38960 -2.06998 -0.29420  0.00
H1 0.72959 3.03360 1.42539  0.05
H2 1.53047 2.56037 -0.01415  0.07
H3 0.09926 1.81146 0.35513  0.02
H4 2.30709 0.54299 0.68579  0.13
H5 2.54087 1.65318 2.29267  0.14
H6 1.20896 0.35230 3.56046  0.12
H7 0.02219 1.03740 2.88822  0.14
H8 1.49647 -1.39189 1.33401  0.10
H9 0.25623 -1.71955 2.53935  0.08
H10 -0.53562 -0.13566 0.13505  0.10
H11 -2.49270 -0.27184 1.90925  0.09
H12 -1.73172 -1.66196 2.37713  0.05
H13 -2.68592 -1.60667 0.90637  0.09
H14 -0.36153 -3.05683 0.11876  0.10
H15 -1.14735 -2.05090 -0.99732  0.07
O1 2.47630 -2.34585 -1.99492  -0.19
H16 1.56824 -2.67394 -1.49359  0.08
H17 2.08644 -1.41034 -1.88412  0.02
O2 0.45553 -0.38833 -3.22984  -0.02
H18 0.84202 -0.69067 -3.95551  -0.04
H19 -0.55895 -0.51400 -3.21415  0.10
O3 -3.21879 0.92394 -2.45591  -0.10
H20 -3.01562 1.46334 -1.62250  0.07
H21 -2.35158 1.02387 -2.88030  0.00
O4 -0.37326 2.36659 -2.13280  0.03
H22 -0.58471 2.99465 -1.53826  -0.02
H23 0.18437 1.72599 -1.82263  -0.03

Forces on atoms 1 to 6 (eV/Å):
1.9 -1.2 -0.9
1.6 3.9 -0.2
0.3 0.2 2.2
-3.2 0.3 -0.7
3.4 -0.7 -1.4
-2.8 0.3 -0.2



Entry 3:
Computed, not measured: a 2-piece molecular cluster, C5H14NO overall in a non-equilibrium geometry, with the ωB97M-V functional and the def2-TZVPD basis.

Properties
Relative energy (zero: lowest compared OMol25 entry of this formula, charge and spin), kcal/mol: 75.1
Total charge: +1

Last column: Löwdin charge in e.
Element x y z (Å)
C1 -0.77350 -0.11321 -1.69845  -0.09
C2 0.66861 -0.45020 -1.36677  -0.24
C3 1.11944 -0.02394 0.06113  -0.13
C4 0.13436 -0.55469 1.06655  -0.29
C5 -0.32153 0.17309 2.10381  0.13
N1 -0.32183 -1.96560 0.88603  0.24
H1 -0.96383 -0.15014 -2.76666  0.09
H2 -0.98705 0.90866 -1.37757  0.07
H3 -1.58701 -0.68819 -1.23843  0.07
H4 1.31079 0.00342 -2.11644  0.12
H5 0.85869 -1.52653 -1.46473  0.10
H6 2.15297 -0.28228 0.28033  0.14
H7 0.99105 1.06211 0.14280  0.10
H8 -0.19024 -0.08772 3.15152  0.10
H9 -0.74553 1.13171 1.87183  0.07
H10 -0.84474 -1.95908 0.00526  0.14
H11 -0.93936 -2.30939 1.62501  0.18
H12 0.44730 -2.64517 0.82457  0.18
H13 -0.54015 2.75402 -0.30719  0.03
H14 0.52275 3.66873 -0.11454  0.07
O1 0.00882 3.05441 0.43197  -0.05

Forces on atoms 1 to 6 (eV/Å):
-0.4 0.7 0.1
0.8 -0.6 0.3
-2.7 0.2 -1.8
0.3 0.9 0.6
0.2 -0.5 0.0
1.5 -0.9 0.8



Entry 4:
Computed, not measured: an isolated molecule of C21H26N4O2, with the ωB97M-V functional and the def2-TZVPD basis.

Properties
SMILES: Cc1cccc(CC(=O)N2CCC(n3nccc3NC(=O)C3CC3)CC2)c1
Relative energy (zero: lowest compared OMol25 entry of this formula, charge and spin), kcal/mol: 21.1

Last column: Löwdin charge in e.
Element x y z (Å)
C1 2.83429 4.02417 -3.24521  -0.05
C2 3.56118 2.72096 -3.09984  -0.27
C3 4.81990 2.55198 -3.66419  -0.06
C4 5.49902 1.35851 -3.50865  -0.08
C5 4.92957 0.31964 -2.79340  -0.04
C6 3.66980 0.46427 -2.22917  -0.21
C7 3.04979 -0.66768 -1.45087  -0.05
C8 2.79540 -0.22139 -0.01569  -0.45
O1 3.69447 -0.26766 0.80501  0.05
N1 1.57648 0.27642 0.29969  -0.05
C9 0.35245 0.20129 -0.46533  -0.16
C10 -0.52817 -0.91873 0.08957  -0.10
C11 -0.85053 -0.67197 1.56870  -0.25
N2 -1.80482 0.40355 1.72498  -0.04
N3 -1.47738 1.67544 1.50970  0.08
C12 -2.54567 2.39633 1.78564  -0.13
C13 -3.60846 1.58221 2.18503  0.00
C14 -3.09431 0.30158 2.12616  -0.24
N4 -3.71609 -0.91678 2.42374  0.15
C15 -3.91886 -1.90446 1.49169  -0.45
O2 -3.45737 -1.84878 0.37246  0.09
C16 -4.72063 -3.05084 1.99503  -0.20
C17 -5.64146 -3.72772 1.00837  -0.10
C18 -4.39403 -4.41353 1.43381  -0.10
C19 0.43652 -0.39477 2.35775  -0.09
C20 1.31516 0.65473 1.67514  -0.14
C21 3.00074 1.67229 -2.38608  0.01
H1 1.77963 3.91207 -3.00604  0.07
H2 3.26041 4.76539 -2.56870  0.08
H3 2.92783 4.40637 -4.26000  0.08
H4 5.26772 3.36141 -4.22292  0.11
H5 6.47925 1.23501 -3.94587  0.10
H6 5.46861 -0.60859 -2.67285  0.11
H7 2.14519 -1.02395 -1.94204  0.11
H8 3.76145 -1.49327 -1.39787  0.12
H9 0.54771 0.03573 -1.52297  0.11
H10 -0.17099 1.15649 -0.35163  0.11
H11 -1.45933 -0.99355 -0.47198  0.10
H12 0.00002 -1.87089 0.00909  0.13
H13 -1.33524 -1.56434 1.97972  0.14
H14 -2.51955 3.46291 1.68558  0.10
H15 -4.59868 1.87431 2.46729  0.10
H16 -4.28407 -0.92298 3.25814  0.15
H17 -5.03931 -2.99006 3.02775  0.13
H18 -5.66886 -3.30962 0.01385  0.11
H19 -6.59169 -4.08603 1.37303  0.10
H20 -3.58102 -4.45692 0.72535  0.11
H21 -4.45774 -5.25966 2.10027  0.10
H22 0.18914 -0.06092 3.36657  0.12
H23 0.99524 -1.32960 2.43203  0.12
H24 2.27438 0.73283 2.18875  0.12
H25 0.80593 1.62137 1.68039  0.11
H26 2.02700 1.80742 -1.93899  0.11

Forces on atoms 1 to 6 (eV/Å):
0.1 0.0 0.0
0.0 0.0 0.0
0.0 0.0 0.0
0.1 0.0 -0.1
-0.1 -0.1 0.0
0.1 0.0 -0.1



Entry 5:
Computed, not measured: a 3-piece molecular cluster, C6H13Cl4N2 overall in a non-equilibrium geometry, with the ωB97M-V functional and the def2-TZVPD basis.

Properties
Relative energy (zero: lowest compared OMol25 entry of this formula, charge and spin), kcal/mol: 0.0
Total charge: +1

Last column: Löwdin charge in e.
Element x y z (Å)
C1 -1.51772 2.10648 -0.69601  -0.07
C2 -2.39113 -1.45881 -1.21418  -0.09
C3 -0.55816 1.01601 -1.13502  -0.21
C4 -0.59064 -0.11720 -0.19338  -0.34
C5 -1.43234 -1.11192 -0.16020  -0.61
C6 3.44148 -1.88028 0.25932  -1.27
N1 2.93431 -0.87714 -0.17688  0.00
N2 0.37664 -0.10958 0.88661  0.17
Cl1 -1.20107 -2.43561 0.96647  0.76
Cl2 0.81924 3.05774 3.02973  0.35
Cl3 2.57353 -2.73482 1.44487  0.70
Cl4 5.08097 -2.44150 -0.06757  0.66
H1 -2.40189 1.64141 -0.21928  0.10
H2 -0.84827 2.65217 0.04309  0.09
H3 -1.82757 2.72586 -1.44334  0.05
H4 -1.77784 -1.73975 -2.11511  0.13
H5 -3.14703 -2.20575 -0.84612  0.10
H6 -2.95956 -0.66736 -1.58306  0.06
H7 -0.79032 0.59524 -2.20428  0.15
H8 0.36151 1.60888 -1.43378  0.14
H9 3.50010 -0.36288 -0.86380  0.10
H10 0.56981 2.97565 4.22383  -0.28
H11 0.09347 -0.84988 1.61044  0.10
H12 0.32917 0.80276 1.33959  0.10
H13 1.36332 -0.18971 0.54808  0.09

Forces on atoms 1 to 6 (eV/Å):
1.2 -1.5 3.3
-0.1 -1.7 -0.6
-0.2 0.3 -4.2
1.6 0.4 0.6
-0.5 -1.6 -0.4
2.4 -2.5 1.4



Entry 6:
Computed, not measured: a 6-piece molecular cluster, C5H19O8 overall in a non-equilibrium geometry, with the ωB97M-V functional and the def2-TZVPD basis.

Properties
Relative energy (zero: lowest compared OMol25 entry of this formula, charge and spin), kcal/mol: 25.6
Total charge: -1

Last column: Löwdin charge in e.
Element x y z (Å)
O1 0.22950 -2.29776 -0.49682  -0.04
C1 0.65455 -1.39032 0.24572  -0.64
O2 0.85175 -1.52132 1.48992  -0.06
C2 0.73805 0.09397 -0.23387  -0.11
C3 -0.52417 0.48064 -1.01542  -0.20
C4 -1.76205 0.51394 -0.11420  -0.17
C5 -2.08991 1.84376 0.58495  -0.24
O3 -0.99303 2.75322 0.58224  -0.10
H1 0.81279 0.65205 0.69283  0.08
H2 1.64724 0.25547 -0.80658  0.09
H3 -0.46539 1.35082 -1.66746  0.11
H4 -0.64655 -0.41098 -1.63894  0.10
H5 -1.67579 -0.26529 0.65066  0.10
H6 -2.59480 0.13107 -0.71424  0.11
H7 -2.85432 2.37866 0.02189  0.11
H8 -2.38958 1.64608 1.60830  0.11
H9 -0.32284 2.51225 1.24304  0.03
H10 1.18910 -0.41760 4.12691  0.04
H11 1.41023 -0.51779 2.60709  0.00
O4 1.67710 0.01314 3.42128  -0.11
H12 1.83634 -1.92055 -3.09789  -0.02
H13 0.62536 -2.52585 -2.36603  -0.01
O5 1.19408 -2.63283 -3.15022  -0.10
H14 2.05549 0.46603 -4.02904  0.05
H15 1.73473 0.72790 -2.48225  0.01
O6 2.09109 0.11857 -3.13177  -0.05
H16 -2.36982 -3.57945 -0.26778  0.03
H17 -1.87840 -2.51243 0.57966  0.00
O7 -2.70854 -2.98217 0.41237  -0.08
H18 1.77972 2.75502 1.73767  0.05
H19 1.56711 1.70296 2.73104  0.01
O8 1.18098 2.57881 2.47695  -0.08

Forces on atoms 1 to 6 (eV/Å):
0.1 0.3 -0.4
-0.9 0.3 1.0
0.4 -0.2 -0.3
-0.2 0.0 0.1
0.0 -1.3 0.2
-0.2 -0.6 0.0



Entry 7:
Computed, not measured: C8H8BrIO3 as an isolated structure in a non-equilibrium geometry, with the ωB97M-V functional and the def2-TZVPD basis.

Properties
Relative energy (zero: lowest compared OMol25 entry of this formula, charge and spin), kcal/mol: 73.4

Last column: Löwdin charge in e.
Element x y z (Å)
C1 -1.42232 -0.00110 -0.95055  -0.19
C2 -1.35230 -1.10954 -1.68546  -0.58
C3 0.62170 1.76675 0.43819  -0.48
C4 1.18065 -1.62127 -0.32330  -0.12
C5 -0.90469 -0.02063 0.49491  -0.25
C6 0.23836 -1.14064 0.75624  -0.22
C7 0.18732 -2.78165 -0.31798  -0.83
C8 0.62457 3.18331 0.92194  0.04
O1 1.17840 1.29133 -0.52651  0.12
O2 -0.48088 -2.41622 0.80171  -0.06
O3 -0.41393 1.16279 1.03596  -0.01
Br1 -2.09957 -1.40817 -3.40570  0.59
I1 0.04757 -4.59394 -1.18414  1.01
H1 -1.83146 0.99898 -1.03447  0.11
H2 1.35931 -0.98381 -1.30475  0.16
H3 2.26328 -2.03545 -0.00379  0.16
H4 -1.62697 -0.27966 1.36311  0.19
H5 0.48960 -0.76208 1.72699  0.14
H6 1.15203 3.94023 0.28605  0.12
H7 1.13205 3.30286 1.78337  0.04
H8 -0.34268 3.50791 1.12818  0.07

Forces on atoms 1 to 6 (eV/Å):
0.1 0.0 1.6
0.5 -0.3 0.8
-1.0 0.8 -2.2
2.5 -0.9 -1.6
0.8 -3.8 0.7
-2.4 2.3 0.2



no.,energy (hartree)
1,-6088.2913
2,-597.9957
3,-328.5666
4,-1185.3398
5,-2186.4114
6,-803.9300
7,-3406.8411